This record from the Open Molecules 2025 dataset describes C33H50N3OP2Zr as an isolated structure in a non-equilibrium geometry. The level of theory is ωB97M-V/def2-TZVPD.

Atoms and positions in Å:
C (-1.76, -1.41, -1.80)
C (0.57, -1.50, -1.73)
C (-1.79, -2.31, -2.86)
C (0.60, -2.52, -2.68)
C (-0.60, -2.92, -3.26)
H (-2.74, -2.51, -3.35)
H (1.56, -2.96, -2.96)
H (-0.62, -3.68, -4.04)
N (-0.61, -1.23, -1.10)
P (-2.96, -0.23, 0.43)
P (3.13, -0.78, -0.05)
C (-2.97, -0.58, -1.39)
H (-3.00, 0.39, -1.93)
H (-3.88, -1.12, -1.68)
C (1.67, -0.48, -1.54)
H (2.36, -0.57, -2.39)
C (4.42, 0.45, -0.61)
C (3.58, -1.47, 1.71)
C (-3.55, 1.57, 0.57)
C (-4.17, -1.57, 0.97)
C (4.03, 1.79, 0.05)
H (4.07, 1.74, 1.14)
H (4.75, 2.55, -0.29)
H (3.02, 2.11, -0.24)
C (5.87, 0.06, -0.24)
H (6.08, 0.11, 0.83)
H (6.13, -0.94, -0.61)
H (6.55, 0.78, -0.71)
C (4.40, 0.62, -2.16)
H (5.34, 1.09, -2.46)
H (4.34, -0.36, -2.67)
H (3.58, 1.27, -2.49)
C (4.22, -0.41, 2.62)
H (3.52, 0.41, 2.83)
H (4.46, -0.89, 3.58)
H (5.15, 0.01, 2.24)
C (2.31, -1.97, 2.42)
H (1.67, -1.13, 2.76)
H (1.73, -2.66, 1.81)
H (2.60, -2.51, 3.34)
C (4.50, -2.66, 1.39)
H (5.48, -2.34, 1.00)
H (4.67, -3.26, 2.29)
H (4.03, -3.30, 0.63)
C (-4.33, -1.51, 2.49)
H (-5.01, -2.32, 2.80)
H (-3.37, -1.66, 3.01)
H (-4.78, -0.56, 2.82)
C (-3.56, -2.93, 0.57)
H (-3.50, -3.07, -0.51)
H (-2.56, -3.06, 1.00)
H (-4.20, -3.73, 0.98)
C (-5.56, -1.46, 0.31)
H (-6.16, -2.33, 0.63)
H (-6.10, -0.56, 0.63)
H (-5.53, -1.48, -0.78)
C (-2.60, 2.46, -0.27)
H (-2.76, 2.31, -1.35)
H (-2.84, 3.51, -0.04)
H (-1.53, 2.31, -0.07)
C (-3.48, 1.97, 2.05)
H (-2.48, 1.85, 2.48)
H (-3.75, 3.04, 2.14)
H (-4.18, 1.39, 2.67)
C (-4.98, 1.72, 0.04)
H (-5.11, 1.30, -0.96)
H (-5.72, 1.29, 0.73)
H (-5.21, 2.80, -0.02)
Zr (-0.39, -0.07, 0.92)
C (-0.81, -2.01, 2.15)
O (-0.95, -2.89, 2.90)
N (0.67, 1.25, -0.21)
C (1.13, 0.85, -1.37)
C (0.98, 1.71, -2.58)
C (0.76, 3.08, -2.43)
C (0.95, 1.14, -3.87)
C (0.68, 3.90, -3.56)
H (0.67, 3.49, -1.41)
C (0.80, 1.95, -4.99)
H (1.02, 0.05, -3.98)
C (0.66, 3.33, -4.84)
H (0.60, 4.98, -3.44)
H (0.77, 1.48, -5.97)
H (0.52, 3.96, -5.72)
C (-0.04, 1.45, 5.41)
C (-0.18, 1.01, 4.05)
N (-0.27, 0.68, 2.93)
H (-0.95, 1.99, 5.72)
H (0.83, 2.12, 5.50)
H (0.11, 0.58, 6.06)

- HOMO level (alpha / beta) (eV) = -14.9 / -14.9
- electronic energy (eV) = -61380.644
- net charge = +3

***

This record from the Open Molecules 2025 dataset describes C45H45ClHfNP2 as an isolated structure in a non-equilibrium geometry. The level of theory is ωB97M-V/def2-TZVPD.

Atoms and positions in Å:
Hf (-0.29, -0.28, -0.15)
Cl (1.12, -1.49, -1.59)
P (0.45, -1.78, 1.82)
P (-0.17, 1.79, -1.68)
C (-0.20, -1.44, 3.48)
C (2.20, -2.12, 2.22)
C (-0.25, -3.44, 1.37)
C (-1.45, 1.76, -3.00)
C (-0.52, 3.43, -0.98)
C (1.36, 1.97, -2.68)
C (-1.48, -1.87, 3.87)
C (-2.01, -1.48, 5.09)
C (-1.31, -0.60, 5.92)
C (-0.04, -0.14, 5.53)
C (0.53, -0.60, 4.34)
H (-2.03, -2.56, 3.23)
H (-2.97, -1.90, 5.42)
H (-1.72, -0.29, 6.89)
H (0.51, 0.54, 6.19)
H (1.57, -0.33, 4.10)
C (-1.60, -3.49, 0.99)
C (-2.12, -4.66, 0.42)
C (-1.32, -5.80, 0.31)
C (0.01, -5.76, 0.73)
C (0.56, -4.58, 1.23)
H (-2.25, -2.61, 1.11)
H (-3.16, -4.67, 0.08)
H (-1.74, -6.71, -0.11)
H (0.63, -6.66, 0.67)
H (1.62, -4.52, 1.50)
C (2.65, -2.67, 3.43)
C (4.01, -2.95, 3.61)
C (4.93, -2.68, 2.59)
C (4.49, -2.10, 1.39)
C (3.14, -1.84, 1.21)
H (1.94, -2.87, 4.24)
H (4.35, -3.39, 4.55)
H (5.98, -2.92, 2.71)
H (5.20, -1.86, 0.60)
H (2.79, -1.43, 0.26)
C (0.46, 4.41, -0.81)
C (0.12, 5.66, -0.30)
C (-1.21, 5.96, 0.03)
C (-2.19, 4.97, -0.07)
C (-1.85, 3.70, -0.58)
H (1.48, 4.19, -1.13)
H (0.89, 6.42, -0.21)
H (-1.48, 6.96, 0.36)
H (-3.22, 5.18, 0.21)
H (-2.65, 2.97, -0.80)
C (-1.81, 0.50, -3.49)
C (-2.89, 0.36, -4.36)
C (-3.52, 1.50, -4.87)
C (-3.11, 2.77, -4.45)
C (-2.09, 2.90, -3.50)
H (-1.25, -0.39, -3.17)
H (-3.23, -0.63, -4.64)
H (-4.33, 1.39, -5.59)
H (-3.59, 3.67, -4.86)
H (-1.81, 3.90, -3.15)
C (1.38, 2.16, -4.07)
C (2.60, 2.19, -4.75)
C (3.80, 2.03, -4.04)
C (3.78, 1.80, -2.66)
C (2.57, 1.77, -1.98)
H (0.44, 2.29, -4.61)
H (2.62, 2.34, -5.83)
H (4.76, 2.08, -4.57)
H (4.71, 1.65, -2.11)
H (2.55, 1.57, -0.90)
H (-1.78, -2.41, -2.26)
H (-1.15, -2.59, -2.67)
C (-2.27, 3.36, 2.99)
N (-1.18, 2.70, 2.20)
C (0.13, 3.15, 2.73)
C (-1.20, 1.13, 2.03)
C (-2.46, 0.69, 1.35)
C (-3.67, 0.93, 1.99)
C (-4.87, 0.76, 1.30)
C (-4.87, 0.14, 0.04)
C (-3.66, -0.28, -0.52)
C (-2.42, 0.02, 0.08)
H (-2.33, 2.92, 3.98)
H (-3.24, 3.30, 2.46)
H (-2.02, 4.43, 3.08)
H (-1.29, 3.03, 1.22)
H (0.19, 2.85, 3.78)
H (0.94, 2.67, 2.17)
H (0.19, 4.24, 2.63)
H (-0.17, 0.92, 1.52)
H (-1.12, 0.75, 3.07)
H (-3.66, 1.33, 3.02)
H (-5.79, 1.12, 1.75)
H (-5.82, -0.01, -0.48)
H (-3.67, -0.85, -1.47)

- HOMO level (eV) = -16.4
- electronic energy (eV) = -81266.767
- net charge = +3

***

This record from the Open Molecules 2025 dataset describes C36H68BeF6N4O10S6 as an isolated structure in a non-equilibrium geometry. The level of theory is ωB97M-V/def2-TZVPD.

Atoms and positions in Å:
Be (-3.38, -2.41, 0.41)
C (-3.74, -4.62, 2.78)
O (-2.96, -4.70, 1.55)
O (-4.08, -3.24, 2.96)
C (-4.92, -5.65, 2.90)
F (-5.18, -5.92, 4.11)
F (-6.05, -5.27, 2.28)
F (-4.54, -6.84, 2.43)
C (-1.82, -5.61, 1.66)
C (-1.50, -6.12, 0.26)
H (-1.79, -5.43, -0.53)
H (-0.51, -6.47, -0.01)
H (-2.15, -6.97, 0.06)
H (-2.05, -6.54, 2.18)
H (-0.92, -5.17, 2.10)
H (-3.11, -4.80, 3.65)
C (0.15, -1.72, 0.56)
O (0.16, -0.38, 0.01)
O (-0.86, -2.42, -0.18)
C (1.58, -2.39, 0.93)
F (1.35, -3.62, 1.44)
F (2.30, -2.63, -0.19)
F (2.33, -1.74, 1.84)
C (1.07, 0.54, 0.55)
C (0.77, 1.92, 0.00)
H (0.79, 2.64, 0.82)
H (1.45, 2.25, -0.78)
H (-0.25, 1.87, -0.39)
H (2.13, 0.33, 0.37)
H (0.99, 0.59, 1.64)
H (-0.32, -1.60, 1.54)
C (5.56, -5.37, -3.71)
S (4.14, -4.50, -2.87)
O (2.95, -4.63, -3.80)
C (3.87, -5.72, -1.51)
H (5.43, -6.45, -3.61)
H (6.49, -5.03, -3.26)
H (5.64, -5.15, -4.77)
H (3.65, -6.73, -1.87)
H (2.95, -5.33, -1.07)
H (4.64, -5.74, -0.73)
C (-2.97, 2.33, 1.98)
S (-4.05, 1.02, 1.56)
O (-3.34, 0.01, 0.66)
C (-4.42, 0.20, 3.14)
H (-3.48, 3.27, 2.20)
H (-2.43, 2.68, 1.10)
H (-2.22, 2.23, 2.77)
H (-5.15, -0.60, 3.07)
H (-4.70, 0.93, 3.90)
H (-3.56, -0.33, 3.56)
C (-3.16, -1.44, -4.29)
S (-3.80, -0.54, -2.78)
O (-4.00, -1.52, -1.62)
C (-2.30, 0.37, -2.28)
H (-3.27, -0.81, -5.18)
H (-3.65, -2.39, -4.47)
H (-2.14, -1.80, -4.15)
H (-1.41, -0.25, -2.23)
H (-2.56, 0.72, -1.28)
H (-2.07, 1.21, -2.94)
C (-1.20, 6.15, -2.18)
S (-1.64, 4.37, -2.28)
O (-1.96, 3.96, -0.83)
C (-3.34, 4.23, -3.05)
H (-0.68, 6.47, -3.08)
H (-0.58, 6.34, -1.30)
H (-2.11, 6.75, -2.04)
H (-3.52, 3.17, -3.21)
H (-3.31, 4.67, -4.04)
H (-4.09, 4.67, -2.39)
C (0.57, 5.59, 1.57)
S (1.69, 7.08, 1.67)
O (1.63, 7.65, 0.21)
C (0.64, 8.11, 2.74)
H (-0.15, 5.81, 0.79)
H (0.14, 5.25, 2.51)
H (1.15, 4.75, 1.17)
H (-0.39, 8.01, 2.42)
H (0.83, 9.18, 2.74)
H (0.58, 7.86, 3.80)
C (3.82, -0.47, -2.56)
S (2.42, 0.29, -3.61)
O (3.22, 0.20, -4.97)
C (1.19, -1.11, -3.53)
H (3.41, -0.76, -1.59)
H (4.42, 0.44, -2.50)
H (4.39, -1.28, -3.01)
H (0.39, -0.99, -4.27)
H (0.74, -1.26, -2.55)
H (1.78, -1.98, -3.79)
N (3.62, 1.85, 4.34)
C (3.59, 2.15, 5.73)
C (3.03, 3.42, 5.75)
C (2.77, 3.96, 4.47)
C (3.06, 2.85, 3.64)
H (4.01, 1.00, 3.94)
H (3.91, 1.49, 6.53)
H (2.77, 3.97, 6.64)
H (2.16, 4.77, 4.09)
H (2.80, 2.71, 2.61)
N (-0.71, -4.48, -2.90)
C (-2.01, -4.47, -3.41)
C (-2.14, -5.46, -4.38)
C (-0.88, -6.10, -4.42)
C (-0.05, -5.54, -3.54)
H (-0.44, -3.91, -2.12)
H (-2.60, -3.71, -2.92)
H (-3.11, -5.62, -4.84)
H (-0.68, -6.97, -5.03)
H (0.96, -5.79, -3.25)
N (0.17, 1.01, 6.04)
C (-1.12, 1.26, 6.54)
C (-1.94, 0.33, 5.90)
C (-1.24, -0.35, 4.89)
C (0.06, 0.07, 5.02)
H (1.00, 1.42, 6.44)
H (-1.27, 1.90, 7.40)
H (-2.98, 0.28, 6.19)
H (-1.60, -1.05, 4.15)
H (0.93, -0.32, 4.52)
N (2.95, 4.08, -4.26)
C (3.97, 5.02, -4.16)
C (3.99, 5.66, -2.92)
C (2.92, 5.09, -2.22)
C (2.33, 4.05, -3.00)
H (2.92, 3.48, -5.07)
H (4.59, 5.09, -5.03)
H (4.66, 6.46, -2.61)
H (2.46, 5.37, -1.28)
H (1.56, 3.33, -2.78)

- HOMO level (eV) = -7.8
- electronic energy (eV) = -146574.882
- net charge = 0

***

Q: What is the net charge in the second record?
A: +3

***

Q: Which of these has the lowest net charge?
A: C36H68BeF6N4O10S6

***

Q: Which value of electronic energy does entry 1 give?
A: -61380.644 eV